Formula: C35H42AsCl3GeN2O3PtSe2
Source: the OMol25 dataset
Level of theory: ωB97M-V/def2-TZVPD

XYZ file:
```
90
Properties=species:S:1:pos:R:3:lowdin_spin:R:1
Pt -0.450 -1.412 -0.433 0.01
Se 1.469 -3.026 -0.881 0.00
Se 0.531 -2.309 2.718 0.57
As 0.850 0.929 1.617 0.02
Ge -3.439 -4.732 1.419 0.00
Cl -3.983 -3.268 2.815 0.00
Cl -1.791 -4.135 0.176 0.00
Cl -3.479 -6.707 2.059 0.00
O -0.802 -1.306 -6.739 0.00
O 0.606 -0.737 1.206 0.23
O 3.039 -2.164 -6.052 0.00
N 0.825 -2.584 -5.784 0.00
N -1.373 -1.923 -2.185 0.00
C 4.741 1.024 4.198 0.00
C 2.428 0.972 2.679 0.00
C -1.666 0.081 -0.394 0.00
C 1.354 2.694 -2.181 0.00
C 1.208 2.085 0.134 0.01
C 4.827 1.019 2.810 0.00
C 2.156 -3.045 1.953 0.04
C 1.057 1.753 -1.207 0.00
C 1.310 -1.609 4.336 0.06
C 1.850 -2.386 -6.783 0.00
C -3.333 2.157 -0.731 0.00
C 1.891 -3.961 0.771 0.00
C -2.634 2.184 4.467 0.00
C -3.342 -2.192 -3.501 0.00
C -1.644 0.571 2.981 0.00
C 3.671 1.000 2.046 0.00
C -3.820 2.182 -2.183 0.00
C -0.567 2.704 3.356 0.00
C 2.340 0.986 4.070 0.00
C 1.955 4.287 -0.480 0.00
C 1.673 3.348 0.499 0.00
C -2.423 1.021 -0.533 0.00
C -0.375 -1.963 -5.818 0.00
C 2.995 -1.832 -0.932 0.00
C -1.208 -2.087 -4.563 0.00
C -0.602 1.458 2.736 0.00
C -2.590 -2.187 -4.662 0.00
C 3.503 1.013 4.828 0.00
C -2.566 3.450 -0.399 0.00
C 1.793 3.961 -1.820 0.00
C -4.526 2.009 0.230 0.00
C -0.642 -1.955 -3.312 0.00
C -2.705 -2.044 -2.284 0.00
C -2.657 0.938 3.854 0.00
C -1.593 3.067 4.216 0.00
H 2.019 4.692 -2.584 0.00
H 3.739 1.037 0.964 0.00
H 0.426 -1.815 -3.211 0.00
H 3.793 -2.248 -6.646 0.00
H -3.259 -1.987 -1.359 0.00
H -3.239 4.301 -0.510 0.00
H -2.984 2.285 -2.875 0.00
H 0.711 0.771 -1.501 0.00
H -4.371 1.273 -2.428 0.00
H 2.311 5.268 -0.196 0.00
H 1.055 -3.208 -5.029 0.00
H 1.064 -4.650 0.944 0.00
H 2.211 -1.050 4.089 0.00
H 2.771 -4.572 0.569 0.00
H -5.200 2.853 0.080 0.00
H 1.240 2.439 -3.226 0.00
H -4.489 3.031 -2.327 0.00
H 3.443 1.047 5.907 0.00
H 1.939 -3.266 -7.423 0.00
H 1.832 3.610 1.539 0.00
H -4.193 2.011 1.267 0.00
H -5.080 1.091 0.031 0.00
H -2.201 3.430 0.629 0.00
H 1.557 -1.525 -7.385 0.00
H 2.620 -3.607 2.768 0.01
H 1.546 -2.465 4.970 0.02
H 1.374 1.012 4.560 0.00
H -1.673 -0.388 2.479 0.00
H 0.249 3.394 3.183 0.00
H -1.722 3.588 -1.076 0.00
H 5.794 1.055 2.327 0.00
H 2.983 -1.161 -0.077 0.00
H -3.429 2.468 5.143 0.00
H -1.574 4.036 4.697 0.00
H 5.645 1.057 4.792 0.00
H -3.473 0.255 4.054 0.00
H 3.899 -2.436 -0.962 0.00
H 0.569 -0.977 4.818 0.00
H 2.912 -1.262 -1.855 0.00
H -4.419 -2.279 -3.530 0.00
H 2.797 -2.195 1.718 0.01
H -3.049 -2.242 -5.641 0.00
```

## Properties
2S+1: 2
Relative energy (zero: lowest compared OMol25 entry of this formula, charge and spin) in kJ/mol: 426.2
Total charge: +3
LUMO energy (spin up / spin down) in eV: -11.88 / -11.88
HOMO energy (spin up / spin down) in eV: -15.59 / -15.58